Record 1
{
  "formula": "C53H48FKN3O4P2S2Si",
  "method": "ωB97M-V with the def2-TZVPD basis set",
  "relative_energy_kj_mol": 146.3,
  "total_charge": -1,
  "e_homo_ev": -4.114,
  "total_energy_ha": -4982.22298,
  "symbols": ["K", "C", "Si", "C", "C", "N", "C", "C", "C", "C", "C", "C", "F", "H", "H", "H", "H", "H", "H", "H", "H", "H", "H", "H", "H", "H", "O", "N", "C", "C", "C", "C", "C", "C", "C", "P", "C", "C", "C", "C", "C", "C", "C", "C", "C", "C", "C", "C", "H", "H", "H", "H", "H", "H", "H", "H", "H", "H", "H", "H", "H", "H", "H", "H", "O", "S", "O", "N", "C", "S", "C", "C", "C", "C", "C", "C", "H", "H", "H", "H", "O", "P", "C", "C", "C", "C", "C", "C", "C", "C", "C", "C", "C", "C", "C", "C", "C", "C", "C", "C", "H", "H", "H", "H", "H", "H", "H", "H", "H", "H", "H", "H", "H", "H", "H"],
  "coordinates": [[-0.280, 0.650, 0.713], [2.865, 3.435, -0.369], [2.553, 2.918, 1.414], [3.444, 1.282, 1.687], [3.453, 4.203, 2.473], [0.882, 2.717, 1.606], [0.085, 2.923, 2.663], [0.494, 3.282, 3.982], [-0.393, 3.487, 5.022], [-1.765, 3.347, 4.844], [-2.222, 2.988, 3.581], [-1.328, 2.788, 2.559], [-1.850, 2.435, 1.327], [3.936, 3.490, -0.587], [2.424, 4.414, -0.571], [2.422, 2.717, -1.063], [4.477, 1.309, 1.327], [2.937, 0.478, 1.155], [3.464, 1.008, 2.745], [4.441, 4.413, 2.054], [3.593, 3.866, 3.502], [2.892, 5.140, 2.505], [1.555, 3.399, 4.155], [-0.006, 3.764, 5.996], [-2.461, 3.505, 5.657], [-3.281, 2.866, 3.389], [0.772, -2.481, -1.910], [0.346, -1.165, -1.981], [0.927, -0.530, -2.914], [1.919, -1.053, -3.898], [1.451, -1.600, -5.090], [2.335, -2.007, -6.074], [3.702, -1.864, -5.875], [4.171, -1.341, -4.682], [3.292, -0.944, -3.674], [3.848, -0.394, -2.004], [4.529, -1.986, -1.396], [5.703, -2.561, -1.887], [6.176, -3.753, -1.363], [5.479, -4.390, -0.343], [4.302, -3.841, 0.137], [3.831, -2.644, -0.388], [5.363, 0.564, -2.383], [6.471, 0.521, -1.537], [7.539, 1.387, -1.721], [7.518, 2.316, -2.750], [6.416, 2.377, -3.593], [5.347, 1.515, -3.405], [0.483, -2.787, -1.030], [0.647, 0.517, -2.981], [0.383, -1.697, -5.243], [1.959, -2.430, -6.997], [4.401, -2.170, -6.642], [5.238, -1.245, -4.524], [6.258, -2.072, -2.678], [7.094, -4.180, -1.747], [5.857, -5.310, 0.086], [3.759, -4.328, 0.934], [2.912, -2.228, -0.002], [6.499, -0.198, -0.728], [8.389, 1.334, -1.052], [8.348, 2.998, -2.889], [6.385, 3.101, -4.397], [4.489, 1.579, -4.063], [2.040, -4.001, 5.731], [2.497, -4.191, 4.381], [3.918, -4.235, 4.155], [1.795, -3.118, 3.363], [1.012, -3.705, 2.493], [0.143, -2.912, 1.280], [0.918, -5.197, 2.662], [0.144, -6.099, 1.953], [0.210, -7.441, 2.304], [1.036, -7.869, 3.341], [1.811, -6.961, 4.053], [1.727, -5.633, 3.690], [-0.491, -5.741, 1.152], [-0.389, -8.166, 1.768], [1.074, -8.921, 3.597], [2.456, -7.283, 4.859], [-2.031, -0.745, 0.244], [-3.125, -1.043, 1.212], [-2.727, -0.614, 2.921], [-3.720, -0.448, 3.888], [-3.377, -0.171, 5.200], [-2.041, -0.045, 5.559], [-1.048, -0.197, 4.607], [-1.388, -0.482, 3.295], [-3.648, -2.774, 1.183], [-3.037, -3.634, 0.279], [-3.434, -4.963, 0.208], [-4.440, -5.433, 1.038], [-5.066, -4.571, 1.931], [-4.675, -3.245, 1.999], [-4.647, -0.144, 0.791], [-4.929, 1.109, 1.324], [-6.048, 1.814, 0.906], [-6.890, 1.273, -0.054], [-6.604, 0.031, -0.608], [-5.488, -0.673, -0.189], [-4.766, -0.517, 3.613], [-4.153, -0.044, 5.944], [-1.776, 0.181, 6.583], [-0.006, -0.096, 4.878], [-0.605, -0.641, 2.569], [-2.255, -3.254, -0.363], [-2.951, -5.630, -0.494], [-4.740, -6.472, 0.991], [-5.861, -4.932, 2.571], [-5.172, -2.577, 2.691], [-4.260, 1.541, 2.055], [-6.257, 2.791, 1.323], [-7.768, 1.819, -0.375], [-7.252, -0.387, -1.368], [-5.262, -1.640, -0.623]],
  "forces_ev_per_angstrom": [[1.620, 0.101, -0.823], [0.043, -0.028, -0.020], [0.043, -0.112, -0.098], [0.118, 0.070, 0.035], [-0.148, 0.059, 0.079], [0.117, 0.537, 0.323], [0.097, 0.107, -0.101], [-0.077, -0.060, -0.012], [-0.009, 0.007, 0.000], [0.004, 0.011, 0.013], [-0.018, 0.015, -0.034], [0.026, 0.142, 0.210], [-0.277, 0.339, 0.169], [0.003, -0.009, -0.011], [-0.018, 0.004, -0.001], [-0.015, -0.023, -0.020], [0.009, 0.008, 0.011], [-0.038, -0.153, -0.091], [-0.018, -0.006, 0.006], [0.010, -0.019, -0.029], [0.035, 0.002, -0.003], [0.020, 0.024, 0.005], [0.010, 0.001, 0.026], [0.017, -0.008, 0.006], [-0.002, -0.008, 0.009], [-0.010, 0.020, -0.018], [-0.053, 0.048, -0.094], [0.373, -0.096, 0.106], [-0.074, 0.037, 0.051], [-0.100, -0.029, 0.038], [-0.031, 0.023, -0.084], [-0.009, 0.007, 0.029], [0.026, 0.007, 0.041], [-0.012, -0.040, -0.025], [0.105, 0.078, 0.005], [-0.077, -0.119, 0.065], [0.103, 0.029, 0.045], [0.000, -0.054, -0.032], [0.010, 0.006, -0.022], [-0.039, -0.006, 0.029], [0.054, 0.013, -0.055], [-0.008, 0.007, 0.037], [-0.065, 0.093, -0.034], [0.007, -0.022, 0.023], [-0.015, -0.017, 0.009], [-0.022, 0.016, -0.009], [0.005, -0.008, -0.007], [0.011, -0.061, -0.016], [-0.008, 0.073, 0.001], [-0.069, 0.007, -0.050], [-0.011, 0.001, 0.007], [-0.006, -0.002, -0.006], [0.002, 0.001, -0.008], [-0.001, 0.022, -0.009], [0.019, 0.018, 0.049], [0.000, -0.007, 0.003], [0.017, -0.021, -0.023], [-0.049, -0.009, 0.076], [-0.091, 0.093, 0.082], [-0.003, 0.021, 0.014], [0.007, 0.007, 0.002], [0.014, -0.011, -0.007], [0.000, 0.012, 0.008], [-0.014, 0.004, -0.004], [-0.005, 0.010, -0.002], [0.107, -0.021, 0.000], [-0.053, -0.041, 0.007], [-0.074, 0.011, -0.102], [0.202, 0.041, 0.066], [-0.014, 0.150, -0.060], [-0.032, 0.005, -0.034], [0.015, -0.008, -0.036], [0.015, 0.002, 0.005], [0.000, 0.010, -0.001], [0.035, -0.024, -0.005], [-0.063, 0.018, 0.030], [-0.014, -0.003, 0.008], [-0.004, -0.005, -0.008], [-0.003, -0.008, -0.007], [-0.009, 0.010, 0.022], [-1.259, -0.921, -0.063], [-0.282, 0.051, -0.047], [0.027, -0.005, 0.017], [0.017, 0.017, -0.007], [-0.008, -0.014, 0.007], [-0.004, 0.015, 0.008], [0.018, -0.001, 0.014], [-0.166, -0.080, -0.009], [0.008, -0.001, -0.066], [-0.003, 0.041, -0.059], [0.004, 0.000, -0.002], [-0.003, 0.010, 0.022], [-0.001, -0.007, -0.021], [0.060, -0.024, 0.022], [-0.005, -0.049, 0.022], [0.031, 0.033, -0.041], [0.001, 0.007, -0.004], [-0.017, -0.024, -0.009], [0.000, 0.008, -0.003], [0.019, 0.008, 0.060], [-0.017, -0.010, 0.007], [-0.009, 0.014, -0.001], [0.004, 0.006, 0.004], [0.009, -0.004, -0.010], [-0.066, -0.325, 0.335], [0.018, -0.010, 0.028], [0.011, -0.004, -0.004], [-0.012, -0.005, -0.010], [0.007, -0.011, 0.016], [0.006, 0.003, 0.024], [0.000, 0.005, 0.015], [0.002, -0.002, 0.016], [0.003, 0.012, -0.015], [-0.007, -0.004, -0.002], [-0.029, -0.017, 0.007]]
}

Record 2
{
  "formula": "C4H11PS3",
  "method": "ωB97M-V with the def2-TZVPD basis set",
  "multiplicity": 3,
  "e_homo_ev": [-5.055, -8.917],
  "total_energy_ha": -1694.72352,
  "symbols": ["C", "C", "C", "C", "P", "S", "S", "S", "H", "H", "H", "H", "H", "H", "H", "H", "H", "H", "H"],
  "coordinates": [[0.567, 0.361, 1.346], [-1.171, -1.109, 2.414], [1.039, -1.933, 1.987], [0.046, -0.895, 1.943], [-0.208, 1.677, -2.563], [0.787, 0.066, -3.366], [-2.163, 1.458, -3.226], [0.405, 3.075, -4.010], [1.688, 0.110, 1.262], [0.232, 0.682, 0.270], [0.298, 1.160, 2.029], [1.250, -0.366, -2.157], [-2.050, -0.464, 2.261], [-1.567, -1.923, 2.992], [2.036, -1.452, 2.455], [0.683, -2.800, 2.670], [1.393, -2.360, 0.970], [-2.894, 2.009, -2.227], [-0.370, 2.703, -5.048]],
  "forces_ev_per_angstrom": [[0.815, -0.801, -1.106], [-10.316, -0.283, 3.191], [2.171, -1.984, 1.044], [8.203, 1.750, -3.941], [0.148, 1.089, 0.517], [0.485, -1.212, 0.359], [-1.262, -0.530, -0.307], [0.255, 0.815, -0.279], [-1.485, 1.404, 0.112], [0.129, -0.672, 1.681], [0.342, 0.769, -0.021], [-0.288, 0.045, -0.487], [0.721, 0.036, -0.628], [0.876, -0.543, 0.455], [-1.801, -1.259, -0.834], [0.857, 1.184, -1.224], [-0.508, 0.395, 1.261], [0.603, -0.108, -0.001], [0.055, -0.094, 0.209]]
}

Record 3
{
  "formula": "C10H40F2InNO14S2",
  "method": "ωB97M-V with the def2-TZVPD basis set",
  "relative_energy_kj_mol": 0.0,
  "total_charge": 2,
  "e_homo_ev": -15.036,
  "total_energy_ha": -2698.34513,
  "symbols": ["In", "N", "S", "O", "O", "F", "S", "O", "O", "F", "C", "O", "H", "H", "H", "H", "C", "O", "H", "H", "H", "H", "C", "O", "H", "H", "H", "H", "C", "O", "H", "H", "H", "H", "C", "O", "H", "H", "H", "H", "C", "O", "H", "H", "H", "H", "C", "O", "H", "H", "H", "H", "C", "O", "H", "H", "H", "H", "C", "O", "H", "H", "H", "H", "C", "O", "H", "H", "H", "H"],
  "coordinates": [[-6.638, -19.749, -0.770], [-5.292, -17.823, -2.614], [-5.440, -16.393, -3.287], [-6.067, -16.393, -4.578], [-4.379, -15.456, -3.144], [-6.553, -15.866, -2.335], [-3.961, -18.384, -3.466], [-2.750, -17.644, -3.418], [-4.362, -19.007, -4.669], [-3.675, -19.567, -2.482], [-2.424, -14.510, -0.834], [-1.846, -15.660, -1.365], [-2.244, -13.632, -1.472], [-3.529, -14.603, -0.769], [-1.997, -14.339, 0.149], [-2.069, -15.749, -2.301], [-3.372, -20.650, -7.650], [-3.253, -19.426, -8.389], [-2.393, -21.034, -7.357], [-3.913, -20.500, -6.711], [-3.872, -21.357, -8.304], [-2.384, -19.055, -8.206], [-3.465, -22.159, -0.235], [-4.589, -21.788, -1.028], [-3.445, -23.231, -0.035], [-2.518, -21.911, -0.725], [-3.505, -21.635, 0.716], [-4.815, -22.522, -1.607], [-6.853, -13.740, -5.929], [-7.327, -12.452, -6.190], [-5.857, -13.662, -5.505], [-7.510, -14.245, -5.189], [-6.895, -14.340, -6.850], [-8.131, -12.481, -6.724], [-3.398, -16.226, -6.529], [-3.103, -16.454, -7.859], [-4.234, -16.922, -6.305], [-2.528, -16.559, -5.914], [-3.656, -15.196, -6.311], [-3.161, -17.402, -8.073], [-7.255, -20.500, -4.715], [-6.579, -20.921, -3.523], [-6.894, -21.037, -5.589], [-8.336, -20.559, -4.620], [-7.023, -19.443, -4.892], [-5.937, -21.585, -3.781], [-0.241, -19.862, -3.945], [-1.087, -20.494, -4.884], [0.052, -20.574, -3.169], [0.658, -19.457, -4.404], [-0.776, -19.053, -3.424], [-1.468, -21.287, -4.498], [-9.140, -17.829, -3.661], [-9.020, -18.543, -2.426], [-9.825, -16.988, -3.548], [-8.153, -17.499, -3.965], [-9.525, -18.469, -4.461], [-9.914, -18.823, -2.202], [-2.993, -18.447, 0.401], [-4.285, -19.054, 0.615], [-2.991, -17.946, -0.564], [-2.840, -17.670, 1.152], [-2.202, -19.193, 0.426], [-4.218, -19.605, 1.402], [-5.843, -16.169, 0.587], [-7.119, -16.764, 0.346], [-5.611, -16.133, 1.653], [-5.077, -16.779, 0.113], [-5.795, -15.175, 0.133], [-7.790, -16.115, 0.579]],
  "forces_ev_per_angstrom": [[0.322, 0.220, -0.533], [2.627, 0.402, -1.111], [-3.051, 2.897, 0.119], [0.310, -0.762, -0.008], [0.598, -0.326, 0.325], [0.027, -0.127, 0.010], [0.382, -3.133, 1.062], [-0.345, 0.801, -0.011], [-0.280, 0.298, -0.548], [-0.181, -0.042, 0.089], [-0.028, 0.345, -0.091], [0.125, -0.283, 0.005], [-0.037, -0.032, 0.031], [0.076, -0.049, 0.002], [-0.079, -0.030, 0.060], [-0.152, -0.025, 0.021], [0.250, 0.059, 0.227], [0.166, 0.591, 0.349], [0.014, -0.047, -0.277], [-0.239, 0.055, -0.231], [-0.087, -0.111, 0.128], [0.250, -0.479, -0.162], [0.513, -0.348, 0.086], [-0.411, 0.221, -0.052], [-0.164, 0.042, 0.065], [-0.150, 0.155, -0.083], [-0.102, 0.013, -0.010], [-0.014, -0.059, 0.065], [-0.542, 0.180, -0.289], [0.218, 0.111, 0.226], [0.073, 0.019, -0.069], [0.126, -0.088, -0.065], [0.213, -0.197, 0.189], [-0.017, -0.040, -0.019], [-0.374, -1.101, -0.465], [0.165, 0.813, -0.250], [0.131, 0.153, 0.647], [-0.220, 0.022, 0.334], [0.226, 0.157, -0.296], [-0.308, -0.124, 0.086], [0.213, 0.980, -0.256], [-0.115, -0.038, 0.300], [-0.180, -0.233, 0.053], [0.026, -0.443, 0.152], [0.062, -0.116, 0.051], [0.047, -0.020, 0.077], [-0.134, -0.431, 0.841], [-0.020, 0.317, -0.356], [0.170, 0.073, -0.043], [-0.135, -0.005, -0.307], [0.039, 0.101, -0.190], [0.074, -0.005, 0.031], [-0.155, -0.174, -0.223], [0.082, -0.064, -0.033], [0.160, 0.126, 0.005], [-0.017, 0.142, 0.124], [-0.015, -0.025, 0.092], [0.058, -0.117, 0.224], [-0.315, 0.269, 0.088], [-0.038, -0.089, -0.263], [-0.064, -0.132, -0.050], [0.174, -0.134, 0.088], [0.053, 0.011, 0.023], [-0.082, 0.056, 0.066], [0.019, -0.042, -0.128], [0.459, -0.158, -0.159], [-0.056, 0.188, 0.001], [-0.153, -0.123, -0.056], [-0.023, 0.090, 0.234], [-0.162, -0.153, 0.059]]
}